(1)
C3H6O2 | ωB97M-V/def2-TZVPD

Calculated values
HOMO level	-9.608	eV
orbital gap	10.33	eV
E_LUMO	0.72	eV
2S+1	1
energy above the lowest of the compared OMol25 structures with the same formula, charge and spin	157.80	kJ/mol
SMILES string	O=CCCO

Structure (XYZ):
```
11
Properties=species:S:1:pos:R:3:forces:R:3:mulliken_charge:R:1
H 1.747148 0.603234 -0.464165 -0.215 1.006 0.331 0.232
O 0.374637 -0.082792 -1.699308 -0.849 -1.396 -0.347 -0.529
H -1.771831 -0.628383 -0.109339 -0.162 0.477 -0.369 0.320
H 0.860748 0.038476 1.566821 -1.016 0.779 0.380 0.334
H 0.229773 0.443642 -2.482969 0.073 0.621 0.226 0.300
C 0.234726 -0.250902 0.715278 0.485 -0.054 -0.477 -0.465
H 0.602247 -1.281640 0.697656 -0.091 -0.256 -0.977 0.289
C 0.646911 0.583993 -0.493097 0.992 -0.352 -0.061 -0.306
C -1.252868 -0.406442 0.830191 0.552 -1.138 1.399 -0.031
H 0.139395 1.561814 -0.446734 0.536 -0.135 0.024 0.325
O -1.810888 -0.580997 1.885668 -0.305 0.450 -0.128 -0.470
```
Forces are in eV/Å.


(2)
C6H11N5PTi | ωB97M-V/def2-TZVPD

Calculated values
HOMO level (spin up / spin down)	-2.431 / -2.967	eV
orbital gap (spin up / spin down)	5.43 / 5.66	eV
net charge	-1
E_LUMO (spin up / spin down)	3.00 / 2.69	eV
2S+1	3

Structure (XYZ):
```
24
Properties=species:S:1:pos:R:3:forces:R:3:lowdin_spin:R:1
H 0.536955 -3.023624 -0.556321 -0.204 0.119 -0.189 0.000
H -1.507082 -1.433567 2.907440 0.133 -0.036 0.298 0.001
N -0.088521 -0.122226 3.211109 0.560 -0.652 4.532 -0.146
N 1.179359 0.124642 3.818238 0.426 1.456 -0.714 -0.053
H 0.676857 -0.243354 -0.531102 0.110 -1.260 -0.929 0.018
C 0.258869 -0.935864 -1.329663 -0.081 0.606 -1.668 0.020
H -0.514633 -1.787571 4.208649 -0.184 0.298 0.024 0.000
C -0.616650 -1.598916 -3.396026 0.708 -0.505 0.713 0.001
H -1.532325 4.223778 -0.699237 0.650 0.068 -0.383 0.025
H -0.482717 -3.819352 -2.912663 -0.100 0.265 0.033 0.000
C 1.663752 1.131219 3.091228 -1.000 -1.926 0.352 0.048
H -0.919472 3.097698 -2.441298 0.284 0.351 0.364 0.020
H -1.087991 -1.586806 -4.386174 0.366 0.035 0.375 0.000
C -0.153430 -0.477356 -2.667874 -0.362 -0.831 1.326 0.006
N -0.548736 -1.472514 3.246357 0.643 -0.719 -0.604 -0.029
C -0.348415 -2.782344 -2.609078 0.182 1.280 0.344 0.002
C 0.199037 -2.372890 -1.362215 -0.348 0.805 -0.106 0.001
Ti -0.131112 1.407034 0.569952 -2.358 1.411 -6.161 1.955
H -0.126208 0.546280 -3.036837 -0.142 -0.112 0.174 0.001
H 2.588467 1.632114 3.301938 0.237 -0.051 0.287 0.005
P -0.463906 3.354272 -1.103539 -0.265 -0.703 0.349 0.253
N -0.181777 0.422638 2.069680 0.002 0.891 -1.731 -0.132
N 0.984178 1.455206 1.972685 1.396 -0.880 3.482 -0.026
H 0.615494 4.261500 -1.365247 -0.652 0.090 -0.168 0.029
```
Forces are in eV/Å.


(3)
C20H17FeN6S3 | ωB97M-V/def2-TZVPD

Calculated values
HOMO level (spin up / spin down)	-9.218 / -10.847	eV
orbital gap (spin up / spin down)	5.88 / 5.67	eV
net charge	+1
E_LUMO (spin up / spin down)	-3.34 / -5.18	eV
2S+1	5

Structure (XYZ):
```
47
Properties=species:S:1:pos:R:3:forces:R:3:lowdin_spin:R:1
C -2.996977 2.213350 -0.661147 -0.003 0.077 0.014 0.000
N 0.728005 -0.132112 0.204295 -0.118 -0.585 -0.018 0.415
C 0.245693 0.588013 5.148362 -0.010 0.005 0.016 0.042
C 0.265666 -2.359462 -0.574649 0.092 -0.015 -0.104 0.059
N 0.423810 -1.895251 1.807069 -0.120 -0.018 -0.069 0.186
C 0.231124 -2.601237 -2.899057 0.027 0.120 0.067 -0.001
N -1.608097 0.469106 -1.523200 0.286 0.128 0.013 0.018
C 0.367177 -1.083760 2.912608 0.006 0.113 0.113 0.069
N 0.450012 2.040203 -1.717155 0.263 0.189 0.034 -0.015
N 0.340305 -1.804852 -1.828437 -0.011 -0.481 -0.148 0.118
H 0.314407 -2.104163 -3.857535 0.017 -0.002 -0.011 0.000
C -1.777611 1.749950 -1.131951 -0.090 0.056 -0.012 0.003
C -2.641126 -0.368652 -1.452757 0.105 -0.077 -0.026 0.005
H 3.267379 4.982959 -2.197763 -0.005 0.015 0.013 0.000
C -0.081889 -4.536899 -1.548735 -0.009 -0.022 -0.019 0.009
C 0.702558 0.274758 2.814739 0.036 -0.108 -0.019 0.099
Fe 0.440955 0.141031 -1.899934 -0.326 0.157 0.066 1.955
C -3.883089 0.016971 -0.982606 -0.048 0.029 -0.002 0.000
H 0.260998 -2.877054 1.967601 0.002 0.022 -0.017 0.004
H -5.023903 1.667606 -0.217912 0.011 0.008 0.002 0.000
C 0.636962 1.107876 3.940887 0.057 -0.008 0.045 0.021
H -0.356987 -1.187527 6.212242 -0.011 0.017 -0.006 0.002
C -4.061559 1.332381 -0.581075 -0.026 -0.001 -0.009 0.003
C -0.064162 -0.777310 5.255251 0.004 0.004 0.001 0.049
H 4.951919 4.726091 -1.670868 -0.009 0.013 -0.006 0.000
C 0.462379 -1.470303 0.501857 0.090 0.150 0.018 0.285
H -0.600929 3.653185 -0.977394 -0.044 0.002 -0.041 -0.001
C 0.027319 -3.960402 -2.819084 -0.008 -0.053 -0.015 0.120
H -2.456237 -1.382059 -1.788825 0.010 -0.002 0.024 0.000
S 2.309016 0.479355 -3.096669 0.190 -0.025 0.048 0.026
H -3.097765 3.252242 -0.376133 -0.025 -0.032 0.031 0.000
S 1.248954 0.901805 1.310839 -0.111 0.298 0.060 0.404
N 1.593181 2.780746 -1.843568 0.134 -0.123 -0.028 0.001
H -0.054076 -4.203405 0.543803 0.013 -0.023 -0.023 0.006
H -0.249660 -2.655671 4.248376 -0.018 0.015 -0.001 -0.001
H -0.246274 -5.601138 -1.445548 -0.009 0.010 0.011 -0.002
C 0.030130 -3.749463 -0.434756 -0.014 0.065 0.088 0.089
H 3.602920 4.094980 -0.690221 0.007 0.043 0.013 0.000
S 4.102613 2.757859 -2.618087 0.073 0.016 -0.020 0.006
C -0.599491 2.604157 -1.252311 -0.216 0.084 0.018 -0.007
H 0.890981 2.156495 3.846669 -0.008 -0.010 -0.018 -0.001
H -4.692192 -0.697929 -0.940672 0.011 0.000 -0.015 0.000
H -0.042514 -4.554018 -3.718019 -0.004 0.017 0.002 0.007
H 0.169237 1.230361 6.014297 0.035 -0.020 0.005 0.002
C -0.007042 -1.603261 4.160370 0.057 -0.028 -0.030 0.016
C 3.950164 4.302172 -1.698335 -0.013 -0.068 -0.085 0.000
C 2.527737 2.082281 -2.444865 -0.270 0.050 0.037 0.007
```
Forces are in eV/Å.


(4)
C5H12N2O | ωB97M-V/def2-TZVPD

Calculated values
HOMO level	-7.836	eV
orbital gap	8.80	eV
E_LUMO	0.97	eV
2S+1	1
energy above the lowest of the compared OMol25 structures with the same formula, charge and spin	207.09	kJ/mol
SMILES string	N/C=C(\N)CCCO

Structure (XYZ):
```
20
Properties=species:S:1:pos:R:3:forces:R:3:mulliken_charge:R:1
H -2.944772 1.492230 -0.700508 -0.181 -0.203 -0.016 0.212
C 1.365062 1.016894 0.865366 -0.349 0.611 0.494 -0.455
H -3.165130 0.041730 -1.510156 -0.316 0.105 -0.004 0.204
H -0.051825 -2.133815 0.639360 -0.299 0.085 0.474 0.352
H 0.019543 -1.297050 -2.557009 0.122 0.062 -0.391 0.187
O 2.029390 1.659018 1.960973 -0.061 0.016 -0.008 -0.540
C -1.582010 0.015604 -0.229024 -0.808 0.204 -1.043 -0.412
C -0.513616 -0.586652 -0.753359 0.310 0.255 0.569 0.436
H 1.424550 1.720782 2.706501 -0.016 -0.073 -0.060 0.300
N -0.130699 -0.419668 -2.092450 0.398 -0.114 0.593 -0.498
H 2.347980 -0.742522 1.092924 -0.347 -0.504 0.095 0.182
H 1.129394 -1.948472 -0.522050 0.173 0.480 -0.165 0.318
H 0.937710 -0.717814 2.122378 -0.069 0.452 -0.031 0.360
H -1.889722 -0.003415 0.800855 0.478 -0.261 0.469 0.386
C 1.279915 -0.478225 1.110159 0.791 -0.355 -0.165 -0.400
N -2.500717 0.686103 -1.113864 0.602 0.184 -0.009 -0.579
H 1.987619 1.262128 0.019074 0.198 -0.255 -0.437 0.274
C 0.474380 -1.344646 0.115317 -0.059 -0.368 -0.538 -0.870
H -0.622182 0.284888 -2.615256 -0.436 -0.219 -0.020 0.257
H 0.405129 1.492903 0.660770 -0.132 -0.101 0.190 0.284
```
Forces are in eV/Å.


(5)
C14H13BrDyF6O | ωB97M-V/def2-TZVPD

Calculated values
HOMO level (spin up / spin down)	-3.458 / -3.467	eV
orbital gap (spin up / spin down)	6.20 / 6.20	eV
net charge	-1
E_LUMO (spin up / spin down)	2.74 / 2.74	eV
2S+1	6

Structure (XYZ):
```
36
Properties=species:S:1:pos:R:3:forces:R:3:lowdin_spin:R:1
H -1.083991 -0.344216 1.935132 0.154 -0.001 -0.619 0.000
C 1.437885 -1.304310 3.121564 -0.430 -0.205 0.111 0.000
H -0.697868 0.979542 -5.183663 0.332 -0.054 0.217 0.000
Br 0.065850 -2.804796 -2.462974 0.259 -1.333 0.117 -0.004
H 3.332996 1.172012 -3.439475 -0.290 -0.110 -0.110 0.000
F 2.674351 1.721697 2.474955 -0.560 -0.379 -0.498 0.000
H 0.248788 -1.536456 -5.000917 0.218 0.381 0.206 0.000
F 0.075562 -1.289350 3.112594 1.488 -0.135 0.569 0.000
H 4.109932 -0.059955 1.306387 -0.201 -0.600 0.255 0.000
C 2.382207 0.786717 -3.813770 -0.768 -0.012 0.142 -0.003
H 3.923284 -0.445603 3.039536 -0.075 -0.122 -0.491 0.000
C 2.091601 -0.591963 1.887980 -0.652 -0.500 -0.571 0.000
C 0.766589 -0.637002 -4.664988 0.358 0.782 0.250 -0.001
F 0.553176 1.234769 2.334355 1.088 0.182 -0.186 0.000
H -2.459028 -1.440595 -2.013616 0.377 0.052 -0.149 0.000
C -1.254343 -0.301186 0.871479 -1.267 0.512 -0.223 -0.010
F 1.756191 1.350357 0.483227 0.279 -0.306 1.744 -0.005
C -1.490677 0.908552 0.156586 0.205 -0.760 0.284 -0.009
H 3.906231 -1.793421 1.859489 -0.191 0.520 -0.124 0.000
C -1.925186 0.550765 -1.144438 -0.314 -0.671 0.181 -0.006
C 1.777416 0.937959 1.837877 -0.783 0.457 -0.443 0.000
H 2.721181 -1.444440 -3.905794 -0.166 0.289 -0.044 0.000
F 1.850102 -0.775357 4.316262 -0.350 -0.365 -0.727 0.000
C 0.259890 0.692127 -4.741999 0.812 -0.325 0.068 0.001
C -2.013310 -0.871978 -1.214220 -0.562 0.675 0.613 -0.010
Dy 0.520681 -0.647417 -1.035645 0.541 0.832 -1.127 5.075
H -1.465883 1.906791 0.609607 0.287 -0.446 -0.471 0.000
C 2.068046 -0.585235 -4.066831 -0.642 0.258 -0.107 -0.006
C -1.567163 -1.404188 0.030826 -0.947 0.693 0.520 -0.012
H -1.546357 -2.442927 0.354643 0.056 0.261 -0.326 0.000
C 3.611485 -0.743998 2.021387 0.393 0.095 0.087 0.000
H 1.206647 2.666456 -4.226488 0.005 -0.410 0.093 0.000
F 1.788461 -2.616705 3.102638 -0.030 0.917 0.213 0.000
O 1.521256 -1.175601 0.774047 1.150 0.269 0.502 -0.011
H -2.253010 1.238682 -1.909640 0.200 -0.060 -0.119 0.000
C 1.259810 1.573671 -4.232013 0.027 -0.381 0.163 0.001
```
Forces are in eV/Å.


| no. | calculated total energy (Ha) |
| --- | --- |
| 1 | -268.345121 |
| 2 | -1699.538696 |
| 3 | -3558.932036 |
| 4 | -382.423653 |
| 5 | -4674.921280 |